No. 1
Here is a molecular structure, C23H50NO6P2SiTm in a non-equilibrium geometry from OMol25. Energies are from ωB97M-V with the def2-TZVPD basis set.

Element x y z (Å)
Tm 0.012 -0.158 0.472
P -0.081 -2.502 -0.928
C -1.373 -1.944 -2.127
C -2.047 -0.601 -1.918
N -1.648 0.309 -0.984
C -2.253 1.529 -0.883
C -3.355 1.821 -1.663
C -3.795 0.890 -2.598
C -3.137 -0.328 -2.717
C -1.755 2.582 0.108
P 0.065 2.612 0.412
H -3.392 -1.068 -3.471
H -3.846 2.787 -1.552
H -4.644 1.094 -3.247
H -2.051 3.591 -0.233
H -2.260 2.441 1.082
H -0.694 -1.924 -3.024
H -2.127 -2.742 -2.126
H 1.449 -0.302 -3.706
O 1.060 -0.545 -4.564
H 0.429 0.186 -4.709
H 2.887 0.442 0.004
O 2.140 0.376 -0.617
H 2.469 0.930 -1.380
C 0.672 3.532 -1.051
H 0.220 4.531 -1.131
H 1.763 3.661 -0.971
H 0.451 3.001 -1.987
C 0.181 3.913 1.693
H 1.230 4.018 2.003
H -0.174 4.892 1.336
H -0.399 3.635 2.585
C -1.101 -3.786 -0.165
H -1.060 -4.688 -0.779
H -0.760 -3.996 0.849
H -2.133 -3.423 -0.128
C 1.103 -3.447 -1.962
H 1.934 -3.830 -1.349
H 0.590 -4.305 -2.422
H 1.523 -2.804 -2.754
C 3.804 -0.390 2.427
C 2.840 -1.571 2.477
C 3.128 -2.601 1.389
C 2.825 -2.239 3.838
O 1.415 -0.999 2.157
Si 0.034 -1.327 3.100
O -1.061 -0.643 2.133
O -0.080 -2.958 3.190
C -0.875 -3.772 4.119
C -2.205 -4.078 3.444
C -0.037 -5.012 4.391
C -1.138 -3.043 5.427
O 0.201 -0.721 4.594
C 0.048 0.669 5.062
C -1.263 1.275 4.569
C 0.106 0.568 6.581
C 1.211 1.497 4.538
H 4.841 -0.764 2.462
H 3.649 0.304 3.271
H 3.691 0.157 1.483
H 4.115 -3.065 1.568
H 2.346 -3.380 1.372
H 3.167 -2.106 0.407
H 2.623 -1.549 4.669
H 2.122 -3.080 3.880
H 3.825 -2.666 4.031
H -2.067 -4.647 2.520
H -2.839 -4.673 4.112
H -2.733 -3.145 3.213
H 0.900 -4.736 4.890
H -0.592 -5.681 5.055
H 0.199 -5.556 3.470
H -0.211 -2.785 5.949
H -1.752 -2.143 5.297
H -1.700 -3.731 6.075
H -2.127 0.732 4.969
H -1.348 2.333 4.871
H -1.336 1.241 3.476
H 1.046 0.092 6.888
H 0.058 1.569 7.031
H -0.724 -0.030 6.974
H 2.164 1.024 4.787
H 1.167 1.628 3.451
H 1.201 2.499 4.993

The expectation value of S² is 2.002. Its spin multiplicity is 3. The HOMO-LUMO gap (alpha / beta) is 9.12 / 9.13 eV. Its charge is +2. As for the total energy: -3469.82148 Ha. The calculation puts the maximum force at 2.0 eV Å⁻¹.

No. 2
Here is a molecular structure, C23H51BrNO7PS2 from OMol25. Energies are from ωB97M-V with the def2-TZVPD basis set.

Element x y z (Å)
C 3.032 0.188 -3.740
C 2.567 1.452 -3.060
Br 1.199 0.906 -1.694
C 1.865 2.445 -3.968
S 2.912 3.366 -5.120
O 1.967 3.828 -6.098
O 3.921 2.463 -5.592
N 3.453 4.672 -4.364
S 4.491 4.545 -3.167
O 5.403 5.659 -3.172
O 5.086 3.245 -2.964
C 3.422 4.855 -1.730
O 3.997 4.420 -0.540
C 4.875 5.339 0.075
O 5.926 4.668 0.661
C 6.712 3.968 -0.291
C 7.977 3.454 0.366
O 8.923 3.077 -0.634
H 3.512 -0.451 -3.000
H 3.760 0.432 -4.504
H 2.188 -0.369 -4.140
H 3.350 1.887 -2.465
H 1.190 1.893 -4.619
H 1.262 3.157 -3.415
H 2.478 4.339 -1.887
H 3.242 5.929 -1.747
H 5.236 6.071 -0.650
H 4.353 5.849 0.886
H 6.160 3.120 -0.695
H 6.985 4.642 -1.107
H 7.730 2.565 0.949
H 8.429 4.208 1.001
H 8.434 2.808 -1.414
C -6.376 -3.231 3.160
C -4.931 -3.335 3.642
C -4.264 -1.967 3.782
C -3.844 -1.279 2.474
P -2.324 -1.831 1.670
C -1.057 -1.873 2.969
C -0.800 -0.644 3.860
C -0.170 0.569 3.173
C 1.020 0.239 2.285
C -1.833 -0.565 0.484
C -2.633 -0.243 -0.791
C -2.679 -1.316 -1.878
C -1.322 -1.900 -2.259
C -2.216 -3.535 1.072
C -3.044 -4.196 -0.049
C -4.555 -3.918 -0.131
C -5.397 -5.129 0.272
H -6.457 -2.704 2.207
H -6.817 -4.217 3.031
H -6.980 -2.691 3.890
H -4.355 -3.986 2.978
H -4.927 -3.822 4.619
H -3.394 -2.045 4.438
H -4.963 -1.302 4.291
H -3.627 -0.230 2.707
H -4.669 -1.238 1.760
H -0.133 -2.206 2.492
H -1.348 -2.702 3.623
H -0.140 -0.984 4.660
H -1.726 -0.332 4.351
H 0.128 1.286 3.940
H -0.926 1.096 2.588
H 1.907 -0.028 2.862
H 1.279 1.096 1.664
H 0.814 -0.588 1.604
H -0.781 -0.727 0.240
H -1.857 0.351 1.078
H -2.177 0.656 -1.208
H -3.656 0.030 -0.515
H -3.141 -0.877 -2.763
H -3.363 -2.108 -1.565
H -0.703 -1.162 -2.770
H -1.449 -2.750 -2.930
H -0.758 -2.257 -1.393
H -2.285 -4.150 1.974
H -1.163 -3.617 0.778
H -2.894 -5.271 0.060
H -2.572 -3.958 -1.001
H -4.814 -3.662 -1.159
H -4.830 -3.049 0.469
H -5.286 -5.925 -0.464
H -6.454 -4.875 0.327
H -5.091 -5.529 1.241

The HOMO-LUMO gap is 7.41 eV. As for the total energy: -5200.03198 Ha. The calculation puts the maximum force at 0.9 eV Å⁻¹.

No. 3
Here is 4 unconnected molecules or ions with the total composition C23H52ClI2N3O10S in a non-equilibrium geometry from OMol25. Energies are from ωB97M-V with the def2-TZVPD basis set.

Element x y z (Å)
C -1.373 1.626 3.846
C -0.970 2.313 2.561
I 0.062 4.126 3.041
C -2.148 2.663 1.658
I -1.482 2.661 -0.457
O -3.247 1.740 1.809
S -3.019 0.480 0.796
O -4.311 0.140 0.288
O -2.613 -0.735 1.867
C -1.771 -1.677 1.214
C -0.311 -1.312 1.357
O 0.425 -1.023 0.449
Cl 0.307 -1.338 3.035
H -1.979 0.755 3.674
H -0.487 1.354 4.395
H -1.934 2.291 4.489
H -0.277 1.685 2.023
H -2.525 3.646 1.854
H -1.939 -2.628 1.690
H -1.963 -1.709 0.150
C -1.488 0.409 -8.105
O -2.433 1.353 -7.644
C -3.786 0.921 -7.688
C -4.334 0.606 -6.311
N -3.739 -0.599 -5.750
C -3.983 -0.812 -4.323
C -3.579 0.261 -3.318
O -2.182 0.417 -3.131
C -1.514 1.159 -4.134
H -0.552 0.940 -8.269
H -1.303 -0.386 -7.374
H -1.805 -0.042 -9.050
H -3.904 0.070 -8.365
H -4.364 1.754 -8.096
H -5.415 0.461 -6.392
H -4.161 1.491 -5.685
H -2.742 -0.584 -5.908
H -3.454 -1.728 -4.048
H -5.051 -1.014 -4.190
H -3.963 -0.054 -2.347
H -4.043 1.233 -3.527
H -2.124 1.986 -4.506
H -1.200 0.520 -4.963
H -0.608 1.569 -3.685
C 7.053 4.285 1.730
O 7.166 5.557 2.336
C 7.001 6.659 1.455
C 5.671 7.356 1.650
N 4.556 6.540 1.188
C 3.230 6.995 1.601
C 2.922 7.175 3.085
O 2.825 5.976 3.829
C 4.054 5.381 4.199
H 7.454 3.555 2.431
H 6.013 4.015 1.518
H 7.631 4.233 0.802
H 7.139 6.354 0.414
H 7.792 7.373 1.700
H 5.682 8.292 1.083
H 5.593 7.611 2.714
H 4.684 5.590 1.506
H 2.513 6.270 1.208
H 3.026 7.945 1.095
H 1.931 7.631 3.145
H 3.609 7.874 3.578
H 4.812 6.128 4.445
H 4.424 4.711 3.418
H 3.865 4.771 5.082
C -1.679 -9.551 3.033
O -0.512 -8.799 3.295
C 0.521 -8.934 2.330
C 0.657 -7.702 1.459
N -0.472 -7.548 0.552
C -0.575 -6.248 -0.108
C -0.644 -4.981 0.738
O -1.854 -4.793 1.454
C -1.976 -5.552 2.647
H -2.265 -9.572 3.950
H -2.296 -9.103 2.246
H -1.435 -10.579 2.750
H 0.377 -9.833 1.723
H 1.453 -9.054 2.887
H 1.575 -7.791 0.870
H 0.776 -6.843 2.133
H -1.330 -7.724 1.054
H -1.477 -6.277 -0.723
H 0.272 -6.150 -0.795
H -0.590 -4.139 0.040
H 0.216 -4.875 1.411
H -1.023 -5.646 3.171
H -2.398 -6.539 2.447
H -2.680 -5.027 3.293

The HOMO-LUMO gap is 8.80 eV. As for the total energy: -3277.77021 Ha. The calculation puts the maximum force at 2.1 eV Å⁻¹.

> The lowest maximum force belongs to which entry?

C23H51BrNO7PS2

> Look up the maximum force of the first one.

2.0 eV Å⁻¹

> Which value of maximum force does entry 1 give?

2.0 eV Å⁻¹

Repeat the second record exactly.
Here is a molecular structure, C23H51BrNO7PS2 from OMol25. Energies are from ωB97M-V with the def2-TZVPD basis set.

Element x y z (Å)
C 3.032 0.188 -3.740
C 2.567 1.452 -3.060
Br 1.199 0.906 -1.694
C 1.865 2.445 -3.968
S 2.912 3.366 -5.120
O 1.967 3.828 -6.098
O 3.921 2.463 -5.592
N 3.453 4.672 -4.364
S 4.491 4.545 -3.167
O 5.403 5.659 -3.172
O 5.086 3.245 -2.964
C 3.422 4.855 -1.730
O 3.997 4.420 -0.540
C 4.875 5.339 0.075
O 5.926 4.668 0.661
C 6.712 3.968 -0.291
C 7.977 3.454 0.366
O 8.923 3.077 -0.634
H 3.512 -0.451 -3.000
H 3.760 0.432 -4.504
H 2.188 -0.369 -4.140
H 3.350 1.887 -2.465
H 1.190 1.893 -4.619
H 1.262 3.157 -3.415
H 2.478 4.339 -1.887
H 3.242 5.929 -1.747
H 5.236 6.071 -0.650
H 4.353 5.849 0.886
H 6.160 3.120 -0.695
H 6.985 4.642 -1.107
H 7.730 2.565 0.949
H 8.429 4.208 1.001
H 8.434 2.808 -1.414
C -6.376 -3.231 3.160
C -4.931 -3.335 3.642
C -4.264 -1.967 3.782
C -3.844 -1.279 2.474
P -2.324 -1.831 1.670
C -1.057 -1.873 2.969
C -0.800 -0.644 3.860
C -0.170 0.569 3.173
C 1.020 0.239 2.285
C -1.833 -0.565 0.484
C -2.633 -0.243 -0.791
C -2.679 -1.316 -1.878
C -1.322 -1.900 -2.259
C -2.216 -3.535 1.072
C -3.044 -4.196 -0.049
C -4.555 -3.918 -0.131
C -5.397 -5.129 0.272
H -6.457 -2.704 2.207
H -6.817 -4.217 3.031
H -6.980 -2.691 3.890
H -4.355 -3.986 2.978
H -4.927 -3.822 4.619
H -3.394 -2.045 4.438
H -4.963 -1.302 4.291
H -3.627 -0.230 2.707
H -4.669 -1.238 1.760
H -0.133 -2.206 2.492
H -1.348 -2.702 3.623
H -0.140 -0.984 4.660
H -1.726 -0.332 4.351
H 0.128 1.286 3.940
H -0.926 1.096 2.588
H 1.907 -0.028 2.862
H 1.279 1.096 1.664
H 0.814 -0.588 1.604
H -0.781 -0.727 0.240
H -1.857 0.351 1.078
H -2.177 0.656 -1.208
H -3.656 0.030 -0.515
H -3.141 -0.877 -2.763
H -3.363 -2.108 -1.565
H -0.703 -1.162 -2.770
H -1.449 -2.750 -2.930
H -0.758 -2.257 -1.393
H -2.285 -4.150 1.974
H -1.163 -3.617 0.778
H -2.894 -5.271 0.060
H -2.572 -3.958 -1.001
H -4.814 -3.662 -1.159
H -4.830 -3.049 0.469
H -5.286 -5.925 -0.464
H -6.454 -4.875 0.327
H -5.091 -5.529 1.241

The HOMO-LUMO gap is 7.41 eV. As for the total energy: -5200.03198 Ha. The calculation puts the maximum force at 0.9 eV Å⁻¹.